(1)
Density functional theory data (ωB97M-V/def2-TZVPD) for an isolated molecule of C5H8O3.

```
16
C5H8O3 ωB97M-V/def2-TZVPD
C 0.853 -0.866 0.412
C -0.605 -0.850 0.946
C -1.384 0.245 0.193
O -0.585 1.388 0.297
C 0.634 1.273 -0.482
C 0.761 -0.169 -0.888
O -0.318 -0.784 -1.544
O -1.659 -0.166 -1.080
H 1.359 -1.795 0.673
H 1.328 -0.078 1.143
H -0.488 -0.386 1.984
H -1.121 -1.745 0.835
H -2.353 0.576 0.491
H 1.509 1.569 0.088
H 0.518 2.058 -1.280
H 1.552 -0.267 -1.786
```

Highest occupied orbital energy   -9.7 eV
SMILES   C1C[C@H]2OC[C@@H]1OO2
Total charge   0
Frontier orbital gap   10.566 eV

---

(2)
Density functional theory data (ωB97M-V/def2-TZVPD) for an isolated molecule of C3H5N3O.

```
12
C3H5N3O ωB97M-V/def2-TZVPD
N 2.119 -0.252 -0.104
C 0.764 0.253 -0.003
C -0.220 1.365 -0.215
N -1.474 0.775 0.016
C -1.403 -0.582 0.104
O -2.318 -1.375 0.220
N -0.068 -0.865 0.056
H 2.238 -1.226 -0.399
H 2.933 0.035 0.426
H -0.487 2.456 -0.339
H -2.293 1.223 0.407
H 0.211 -1.807 -0.170
```

Highest occupied orbital energy   -7.5 eV
SMILES   Nc1c[nH]c(=O)[nH]1
Total charge   0
Frontier orbital gap   8.241 eV

---

(3)
Density functional theory data (ωB97M-V/def2-TZVPD) for a structure of composition C38H33BrMoN4O6S.

```
84
C38H33BrMoN4O6S ωB97M-V/def2-TZVPD
Mo -0.121 -0.168 0.460
C 4.596 2.637 -1.716
O 3.545 1.792 -1.294
C 3.833 0.482 -1.124
C 4.981 -0.143 -1.565
C 5.217 -1.499 -1.290
C 4.318 -2.217 -0.546
C 3.134 -1.603 -0.095
C 2.235 -2.329 0.763
N 1.045 -1.950 1.081
N 0.382 -2.830 1.927
C -0.669 -2.241 2.398
O -0.952 -1.003 2.110
C -1.611 -2.964 3.278
C -2.699 -2.288 3.821
C -3.596 -2.965 4.632
C -3.413 -4.314 4.900
C -2.329 -4.990 4.353
C -1.429 -4.319 3.544
C 2.858 -0.263 -0.403
O 1.788 0.341 0.037
H 4.187 3.644 -1.718
H 5.439 2.585 -1.020
H 4.947 2.391 -2.722
H 5.723 0.416 -2.118
H 6.127 -1.959 -1.650
H 4.505 -3.253 -0.291
H 2.559 -3.285 1.169
H -2.835 -1.238 3.596
H -4.440 -2.437 5.056
H -4.116 -4.840 5.533
H -2.188 -6.043 4.559
H -0.582 -4.832 3.111
S -3.373 -2.811 -1.466
C -1.893 -3.636 -1.812
C -1.754 -4.855 -2.466
C -0.481 -5.334 -2.686
C 0.625 -4.584 -2.282
C 0.479 -3.374 -1.637
C -0.799 -2.888 -1.362
N -1.167 -1.687 -0.723
C -2.483 -1.536 -0.742
C -3.111 -0.401 -0.122
C -4.493 -0.189 -0.111
C -4.993 0.874 0.610
C -4.116 1.692 1.324
C -2.748 1.474 1.297
C -2.212 0.431 0.544
H -2.625 -5.405 -2.794
H -0.339 -6.280 -3.190
H 1.622 -4.949 -2.491
H 1.352 -2.797 -1.394
H -5.165 -0.844 -0.654
H -6.057 1.067 0.630
H -4.511 2.516 1.906
H -2.100 2.136 1.858
Br -2.378 1.011 -4.879
C -2.168 2.349 -3.557
C -2.681 3.614 -3.787
N -2.574 4.598 -2.901
C -1.953 4.334 -1.756
C -1.401 3.095 -1.446
C -1.506 2.074 -2.376
C -0.709 2.919 -0.118
O -0.668 3.832 0.679
O -0.112 1.773 0.054
H -3.196 3.836 -4.715
H -1.871 5.139 -1.036
H -1.061 1.106 -2.204
C 1.500 3.722 -3.250
C 1.879 2.523 -4.086
O 1.218 1.375 -3.593
C 1.602 0.216 -4.295
C 0.826 -0.959 -3.752
H 2.103 4.585 -3.536
H 1.673 3.501 -2.195
H 0.451 3.980 -3.390
H 2.963 2.354 -4.048
H 1.613 2.677 -5.143
H 2.684 0.055 -4.173
H 1.407 0.349 -5.368
H 1.024 -1.114 -2.688
H 1.097 -1.879 -4.271
H -0.244 -0.794 -3.879
```

Highest occupied orbital energy (spin up / spin down)   -7.7 / -8.2 eV
Multiplicity   3
Total charge   0
Frontier orbital gap (spin up / spin down)   7.239 / 7.185 eV

---

(4)
Density functional theory data (ωB97M-V/def2-TZVPD) for a structure of composition C4H4ClFN2.

```
12
C4H4ClFN2 ωB97M-V/def2-TZVPD
C 1.732 -0.743 -0.084
C 0.096 0.929 0.059
C -1.207 1.015 0.029
C -1.777 -0.286 0.228
H 2.125 -0.912 1.107
H 1.647 -1.849 -0.662
H 2.345 0.331 -0.650
H 0.757 1.723 -0.172
N 0.359 -0.407 0.003
N -0.679 -1.173 0.172
F -1.882 2.147 0.025
Cl -3.515 -0.776 -0.056
```

Highest occupied orbital energy   -9.2 eV
Total charge   0
Frontier orbital gap   9.738 eV

---

(5)
Density functional theory data (ωB97M-V/def2-TZVPD) for an isolated molecule of CH5N3OS.

```
11
CH5N3OS ωB97M-V/def2-TZVPD
H -0.079 2.632 1.063
N -0.398 1.747 1.504
C -0.158 0.756 0.710
N -0.645 -0.486 1.126
O 0.094 -1.661 0.921
N 0.481 0.730 -0.542
S 0.160 -0.380 -1.799
H -0.978 -0.376 2.085
H 0.919 -1.429 1.376
H 1.041 1.505 -0.786
H 0.677 -1.451 -1.193
```

Highest occupied orbital energy   -8.9 eV
SMILES   [H]/N=C(/NO)NS
Total charge   0
Frontier orbital gap   9.492 eV

---

(6)
Density functional theory data (ωB97M-V/def2-TZVPD) for an isolated molecule of C2H4OSe.

```
8
C2H4OSe ωB97M-V/def2-TZVPD
C -1.817 -0.011 0.326
C 1.929 -0.244 -0.181
O -2.418 0.964 0.280
Se 0.105 -0.055 -0.751
H -1.878 -0.863 1.115
H 2.044 -1.309 -0.221
H 2.149 0.301 0.687
H -0.114 1.218 -1.254
```

Highest occupied orbital energy (spin up / spin down)   -7.6 / -7.6 eV
Total charge   0
Frontier orbital gap (spin up / spin down)   7.349 / 7.353 eV

---

(7)
Density functional theory data (ωB97M-V/def2-TZVPD) for a cluster of 9 separate species, C30H45Br6N5O in total.

```
87
C30H45Br6N5O ωB97M-V/def2-TZVPD
C -1.385 5.018 -1.743
C -0.213 5.760 -1.864
C 0.804 4.827 -1.611
N 0.270 3.579 -1.437
C -1.108 3.681 -1.482
H -2.405 5.332 -1.907
H -0.028 6.810 -2.037
H 1.871 4.998 -1.604
H 0.780 2.728 -1.627
H -1.673 2.765 -1.575
C 1.418 3.109 4.164
C 1.053 4.334 4.673
C 1.336 5.184 3.574
N 1.869 4.521 2.584
C 2.026 3.217 2.928
H 1.147 2.134 4.541
H 0.560 4.519 5.615
H 1.063 6.226 3.489
H 2.122 4.888 1.677
H 2.444 2.485 2.253
C -4.504 2.639 2.300
C -4.667 1.280 2.370
C -3.451 0.718 1.975
N -2.582 1.738 1.626
C -3.242 2.941 1.820
H -5.259 3.328 2.646
H -5.542 0.771 2.747
H -3.014 -0.269 2.016
H -1.630 1.538 1.356
H -2.689 3.844 1.607
C -4.908 -3.146 -4.092
C -3.679 -3.805 -4.188
C -2.635 -2.888 -4.066
N -3.229 -1.775 -3.707
C -4.588 -1.956 -3.587
H -5.854 -3.648 -4.233
H -3.521 -4.820 -4.524
H -1.564 -2.998 -4.145
H -2.818 -0.991 -3.220
H -5.279 -1.198 -3.250
C -0.347 0.278 -4.485
C -0.766 1.611 -4.380
C 0.346 2.390 -4.315
N 1.364 1.560 -3.976
C 0.974 0.279 -4.107
H -0.910 -0.633 -4.622
H -1.772 1.999 -4.444
H 0.422 3.463 -4.217
H 2.289 1.896 -3.752
H 1.700 -0.506 -4.260
C 0.889 -1.302 0.033
C 1.405 -0.461 1.099
C 0.511 0.722 1.164
O -0.550 0.561 0.244
C -0.055 -0.328 -0.698
H 0.285 -2.069 0.518
H 1.698 -1.789 -0.512
H 2.405 -0.052 0.956
H 1.237 -0.932 2.067
H 1.080 1.589 0.828
H 0.114 0.965 2.149
H 0.580 0.320 -1.302
H -0.781 -0.878 -1.296
Br -0.910 -4.059 5.220
C 0.968 -3.570 5.498
C 1.140 -2.030 5.203
Br 3.057 -1.543 5.086
H 1.509 -4.189 4.783
H 1.328 -3.838 6.491
H 0.651 -1.405 5.950
H 0.672 -1.867 4.233
Br 5.553 -4.121 3.321
C 5.459 -3.260 1.440
C 4.518 -2.102 1.459
Br 4.648 -0.987 -0.186
H 5.111 -4.035 0.757
H 6.487 -3.058 1.139
H 4.916 -1.457 2.242
H 3.495 -2.402 1.684
Br 0.959 -3.228 -3.129
C 0.199 -4.541 -1.895
C 0.301 -5.981 -2.436
Br -0.365 -7.234 -1.007
H -0.828 -4.292 -1.628
H 0.671 -4.598 -0.915
H 1.312 -6.292 -2.699
H -0.265 -6.007 -3.367
```

Highest occupied orbital energy   -7.6 eV
SMILES   c1cc[nH]c1.c1cc[nH]c1.c1cc[nH]c1.c1cc[nH]c1.c1cc[nH]c1.C1CCOC1.BrCCBr.BrCCBr.BrCCBr
Total charge   0
Frontier orbital gap   7.319 eV

---

(8)
Density functional theory data (ωB97M-V/def2-TZVPD) for a structure of composition C2H19CdO8.

```
30
C2H19CdO8 ωB97M-V/def2-TZVPD
Cd 0.394 0.329 0.128
C -2.430 -2.137 0.035
C -0.915 -2.233 0.374
O -0.697 -1.239 1.387
H -2.427 -2.337 -1.028
H -2.949 -1.234 0.411
H -2.932 -2.858 0.631
H -0.293 -2.116 -0.511
H -0.759 -3.266 0.779
O -1.366 0.220 -1.336
H -2.195 -0.188 -1.125
H -1.302 0.430 -2.275
O 1.117 1.221 2.147
H 2.003 1.045 2.464
H 0.914 2.113 2.488
O 0.169 2.423 -1.043
H -0.328 3.077 -0.641
H 0.883 2.891 -1.480
O 2.024 -1.319 0.901
H 1.695 -2.205 0.919
H 2.611 -1.264 1.637
O 1.295 -0.466 -1.941
H 2.114 -0.525 -2.397
H 0.644 -0.185 -2.557
O 2.652 1.220 -0.079
H 3.398 1.575 0.357
H 2.738 1.531 -1.005
O -1.677 1.758 1.076
H -2.564 1.567 1.445
H -1.831 2.175 0.236
```

Highest occupied orbital energy   -10.1 eV
Total charge   +1
Frontier orbital gap   6.449 eV